114
Properties=species:S:1:pos:R:3 method="wB97M-V/def2-TZVPD" total_charge=+1 e_tot_ev=-58180.2252 e_homo_ha="-0.3846 / -0.3846" relative_energy_kcal_mol=0.0 spin_multiplicity=2
C -2.357 1.528 -1.236
O -1.352 2.437 -1.706
H -2.494 1.545 -0.154
H -3.285 1.747 -1.764
H -2.059 0.541 -1.591
H -0.599 2.428 -1.111
C 2.962 -3.106 1.029
O 3.378 -3.235 -0.295
H 2.477 -2.149 1.224
H 2.190 -3.852 1.216
H 3.686 -3.313 1.817
H 2.615 -2.875 -0.753
C 4.012 1.582 2.630
O 3.005 2.518 2.489
H 4.560 1.557 1.688
H 4.701 1.879 3.421
H 3.652 0.581 2.865
H 2.874 2.753 1.567
C 3.835 2.293 -1.668
O 3.415 3.546 -1.044
H 4.564 2.491 -2.454
H 4.091 1.565 -0.898
H 3.026 1.860 -2.257
H 3.302 4.128 -1.799
C 1.425 -0.030 -0.235
O 1.528 -1.136 -1.105
H 0.387 0.150 0.047
H 2.027 -0.118 0.669
H 1.806 0.812 -0.813
H 0.907 -0.993 -1.824
C 3.993 -1.385 -3.332
O 4.054 -1.737 -4.715
H 3.988 -2.296 -2.734
H 4.891 -0.821 -3.080
H 3.105 -0.788 -3.123
H 4.839 -2.279 -4.825
C 0.354 3.792 0.997
O 0.766 3.058 -0.164
H -0.381 3.243 1.587
H 1.094 4.017 1.765
H -0.104 4.748 0.746
H 1.685 3.283 -0.329
C -4.071 -2.060 -0.635
O -3.023 -1.984 0.273
C -1.808 -2.530 -0.176
C -0.910 -2.749 0.989
N -1.605 -3.684 1.853
C -0.848 -3.849 3.173
C -1.658 -4.956 3.994
O -1.725 -6.107 3.205
C -2.530 -7.181 3.772
H -4.893 -1.537 -0.146
H -4.499 -3.041 -0.844
H -3.908 -1.560 -1.589
H -1.383 -1.862 -0.924
H -1.935 -3.481 -0.695
H -0.600 -1.824 1.475
H -0.019 -3.283 0.659
H -1.751 -4.564 1.379
H -0.768 -2.917 3.733
H 0.201 -4.118 3.052
H -2.652 -4.634 4.304
H -1.086 -5.297 4.857
H -2.405 -8.138 3.265
H -3.569 -6.956 3.531
H -2.478 -7.273 4.857
C 1.625 -4.553 -3.416
O 0.724 -3.738 -4.110
C -0.371 -3.289 -3.360
C -0.780 -1.937 -3.960
N 0.075 -0.818 -3.687
C -0.360 0.377 -4.421
C 0.756 1.478 -4.370
O 2.062 0.910 -4.732
C 2.196 0.530 -6.084
H 2.354 -4.904 -4.147
H 1.143 -5.338 -2.834
H 2.138 -3.959 -2.660
H -0.106 -3.261 -2.303
H -1.123 -4.056 -3.547
H -1.710 -1.740 -3.426
H -1.040 -2.033 -5.014
H 0.999 -1.032 -4.033
H -1.301 0.758 -4.024
H -0.519 0.085 -5.459
H 0.871 1.965 -3.401
H 0.424 2.214 -5.102
H 1.306 0.031 -6.468
H 3.065 -0.090 -6.306
H 2.168 1.447 -6.672
C -2.931 5.351 0.479
O -2.693 5.810 1.749
C -3.687 5.349 2.698
C -3.153 5.820 4.059
N -1.962 5.018 4.309
C -2.354 3.777 4.960
C -1.217 2.734 4.866
O -1.108 2.120 3.605
C 0.080 1.351 3.481
H -2.285 5.850 -0.243
H -3.948 5.596 0.170
H -2.805 4.273 0.382
H -3.935 4.292 2.604
H -4.609 5.911 2.547
H -3.906 5.692 4.836
H -3.077 6.905 3.978
H -1.693 4.660 3.404
H -3.216 3.322 4.472
H -2.614 3.965 6.001
H -1.223 1.976 5.650
H -0.286 3.245 5.110
H 0.179 0.866 2.510
H 0.266 0.663 4.306
H 0.939 2.022 3.493